No. 1
A structure of composition C49H58BrGeIN2O2RbS2, computed with ωB97M-V/def2-TZVPD.

Geometry as XYZ:
```
117
Properties=species:S:1:pos:R:3:forces:R:3
Rb -1.009775 -0.803909 0.811006 0.026 0.275 0.771
C 0.065729 -0.155442 4.006029 0.084 -0.013 -0.071
C 0.407934 1.033281 3.312799 0.077 0.011 -0.100
C -0.818387 1.738896 3.081402 -0.044 0.054 -0.117
C -1.855453 0.940176 3.627028 -0.072 0.005 -0.062
C -1.318905 -0.221315 4.196081 -0.052 -0.149 0.016
C -2.065568 -1.292226 4.968192 0.006 0.014 -0.009
C -1.404501 -2.661180 4.779730 0.024 -0.034 0.000
C -3.524019 -1.384026 4.511420 -0.031 -0.005 -0.016
C -2.050593 -0.954920 6.468820 -0.012 0.019 0.026
C -1.159007 3.055597 2.367261 -0.017 -0.011 0.038
C -1.134826 2.918025 0.834628 -0.025 -0.021 -0.043
C -2.594284 3.483983 2.714601 -0.052 0.018 0.017
C -0.276264 4.235566 2.800226 0.012 0.003 0.023
C 1.880178 1.353692 3.016074 -0.032 0.004 -0.012
C 2.724703 0.071059 3.093326 0.046 -0.049 0.024
C 2.136788 1.916656 1.611365 -0.013 -0.063 -0.011
C 2.469902 2.309323 4.070689 -0.006 -0.018 -0.006
H 0.767146 -0.907836 4.337589 -0.014 0.010 -0.020
H -2.908059 1.185236 3.602949 0.040 -0.023 0.041
H -1.377707 -2.950450 3.727879 -0.001 0.018 0.006
H -1.952430 -3.434893 5.329878 0.003 0.021 -0.002
H -0.375263 -2.650670 5.146291 -0.018 0.001 0.004
H -3.588566 -1.610336 3.444642 0.007 0.001 0.022
H -4.052567 -0.444236 4.690597 0.015 -0.013 -0.001
H -4.048214 -2.177792 5.055033 0.005 0.015 -0.002
H -1.021567 -0.901594 6.832620 -0.011 0.000 -0.008
H -2.589937 -1.712131 7.052513 0.009 0.013 -0.011
H -2.516782 0.018366 6.642155 0.002 -0.014 -0.003
H -1.885465 2.187885 0.517644 -0.004 0.012 0.011
H -0.175677 2.594579 0.439019 0.117 -0.030 0.033
H -1.390210 3.871212 0.354598 0.012 0.000 0.007
H -3.326867 2.758468 2.358472 0.014 0.037 -0.011
H -2.812955 4.442606 2.232605 -0.008 0.002 0.007
H -2.723135 3.596172 3.793531 0.009 0.001 -0.017
H 0.763996 4.118918 2.513935 0.054 -0.023 -0.003
H -0.313037 4.349915 3.887047 -0.009 0.000 -0.016
H -0.638252 5.163853 2.341394 0.002 -0.019 0.013
H 2.348707 -0.696717 2.412926 0.001 0.015 -0.010
H 2.731997 -0.348295 4.100637 0.006 0.006 -0.022
H 3.760993 0.300898 2.821240 -0.008 -0.005 -0.004
H 1.728297 1.251784 0.844639 0.007 0.009 -0.010
H 3.215612 2.010646 1.435729 -0.040 -0.001 0.007
H 1.703127 2.898211 1.449460 -0.040 0.038 -0.010
H 2.370187 1.862501 5.062926 0.001 0.002 -0.012
H 1.953770 3.266356 4.089450 -0.056 0.063 -0.028
H 3.534482 2.495706 3.877245 -0.024 -0.002 0.001
C -2.931395 -0.448975 -4.384204 -0.002 -0.046 0.031
N -3.172297 -1.701113 -3.705111 0.113 0.056 -0.077
C -2.550513 -2.908340 -3.991995 -0.084 0.012 -0.032
C -2.872450 -3.765885 -3.008137 -0.023 0.021 0.014
N -3.694611 -3.076347 -2.140320 0.174 -0.034 0.030
C -3.842798 -1.788492 -2.531449 -0.165 0.017 0.083
S -4.700311 -0.561644 -1.753542 0.073 -0.067 -0.056
H -2.558351 -0.660784 -5.385223 0.008 0.011 -0.001
H -2.197694 0.133575 -3.825634 0.014 0.016 0.005
H -3.859868 0.115314 -4.437750 -0.012 0.000 -0.006
H -1.929986 -3.033801 -4.860644 0.000 -0.005 0.020
H -2.569597 -4.780305 -2.820924 0.007 0.029 0.001
H -3.948782 -3.406294 -1.220130 -0.042 0.075 0.040
Br -5.179540 -6.715781 2.590047 0.014 0.030 -0.018
C -6.010157 -5.101397 1.964686 -0.008 -0.050 0.057
C -7.398167 -5.065443 2.014279 0.021 0.012 0.002
C -8.058271 -3.928840 1.575270 -0.030 0.008 0.005
C -7.325387 -2.850375 1.097525 0.047 0.013 -0.010
C -5.940001 -2.913189 1.067299 -0.019 -0.029 0.006
C -5.246911 -4.046432 1.502035 -0.186 0.116 -0.021
I -3.045325 -3.996396 1.268440 -0.027 -0.236 0.014
H -7.948896 -5.917781 2.391289 0.009 0.004 -0.003
H -9.140827 -3.890304 1.606877 0.007 -0.003 -0.004
H -7.824966 -1.958583 0.738084 -0.007 -0.010 0.012
H -5.383089 -2.067875 0.673589 -0.012 -0.023 0.015
O -0.853787 -1.158444 -1.769821 0.105 -0.006 -0.738
C 0.155857 -0.641941 -2.289649 -0.082 0.046 0.090
O 0.879531 0.260178 -1.780775 0.033 -0.150 0.082
C 0.602010 -1.123644 -3.675118 0.139 -0.018 0.020
C 1.344230 -0.034355 -4.440542 -0.047 -0.059 -0.075
Ge 2.815975 0.732348 -3.397139 -0.026 0.100 -0.064
C 3.824598 -0.587289 -2.366007 0.016 -0.060 0.082
C 3.795938 -0.539168 -0.972287 -0.053 -0.024 0.067
C 4.483942 -1.469653 -0.206296 0.008 -0.032 -0.033
C 5.207911 -2.480613 -0.825254 -0.024 0.030 0.047
C 5.242625 -2.548617 -2.209733 -0.001 0.030 -0.036
C 4.561666 -1.604520 -2.970337 0.016 -0.011 0.022
C 4.080585 1.288660 -4.865322 0.044 -0.035 -0.079
C 4.396751 0.408745 -5.906699 -0.011 0.010 -0.014
C 5.257123 0.761243 -6.938638 -0.003 0.020 0.020
C 5.826424 2.027576 -6.964706 -0.011 -0.017 -0.002
C 5.519345 2.926652 -5.954378 -0.015 -0.013 0.019
C 4.659505 2.558093 -4.924338 0.028 0.015 0.005
C 2.603234 2.391077 -2.396094 0.005 0.118 0.046
C 1.406788 3.106642 -2.405782 -0.021 -0.002 -0.006
C 1.277789 4.294339 -1.701262 0.018 -0.005 0.028
C 2.342186 4.780677 -0.951339 -0.012 -0.014 0.003
C 3.534005 4.073385 -0.916704 0.005 -0.014 -0.046
C 3.661792 2.893026 -1.641988 0.014 0.026 0.019
H -0.260632 -1.516453 -4.212720 -0.016 0.065 -0.037
H 1.272457 -1.975177 -3.507047 -0.036 -0.003 0.035
H 0.672792 0.782124 -4.729269 -0.009 -0.017 0.058
H 1.776545 -0.417424 -5.369044 -0.045 -0.020 0.001
H 3.202503 0.218699 -0.476489 -0.016 0.007 -0.009
H 4.428772 -1.416834 0.874464 0.010 0.000 -0.010
H 5.730495 -3.219011 -0.228642 -0.009 0.001 -0.009
H 5.794944 -3.340828 -2.702009 0.003 0.003 0.001
H 4.612492 -1.676612 -4.050861 -0.002 0.022 -0.006
H 3.955105 -0.582899 -5.930679 0.003 0.013 0.026
H 5.478741 0.047428 -7.724314 0.003 0.010 0.001
H 6.496630 2.310964 -7.767977 -0.001 0.000 0.004
H 5.948061 3.922746 -5.964862 -0.001 -0.009 -0.005
H 4.435288 3.285114 -4.151803 -0.011 -0.021 0.005
H 0.547838 2.710338 -2.935592 0.036 0.000 0.004
H 0.332875 4.824232 -1.707575 0.002 -0.002 0.003
H 2.230257 5.691166 -0.374430 0.002 -0.003 -0.005
H 4.361037 4.428406 -0.312659 -0.005 0.001 -0.004
H 4.600345 2.347360 -1.597692 -0.022 0.001 -0.011
S 0.012399 -4.654094 -0.491702 0.031 -0.116 -0.080
C -0.580054 -3.869758 0.741436 0.101 0.046 0.044
```
Positions in Å, forces in eV/Å.

Computed properties:
- E_HOMO (alpha / beta): -0.028 / -0.059 Ha
- Charge: -2
- HOMO-LUMO gap (alpha / beta): 4.43 / 5.29 eV
- Multiplicity: 2


No. 2
A structure of composition C49H59CrN4O2P2Si, computed with ωB97M-V/def2-TZVPD.

Geometry as XYZ:
```
118
Properties=species:S:1:pos:R:3:forces:R:3
Cr -0.870325 0.339139 -0.555323 -1.061 -0.299 -0.342
C 1.550703 2.601621 -1.771179 -0.097 0.401 -1.053
Si 1.479345 0.997223 -0.779771 0.095 0.522 0.188
C 2.754132 1.232564 0.666627 0.663 -0.409 0.680
C 3.693847 2.271970 0.882157 -0.887 0.123 -0.583
C 4.570107 2.320102 1.969622 0.304 -0.134 -0.607
C 4.589583 1.225675 2.836738 -0.750 -0.179 0.908
C 3.687900 0.170722 2.684004 -0.031 1.041 -0.985
C 2.818541 0.165301 1.596680 0.115 0.396 -0.363
P 1.812109 -1.326180 1.342574 -1.200 0.369 0.118
C 0.731256 -1.214686 2.827834 0.134 -0.219 0.341
C -0.045447 -2.331040 3.230617 0.055 0.624 -0.112
C -1.005786 -2.172228 4.227661 1.085 0.906 0.303
C -1.134388 -0.916488 4.905857 -0.282 -2.741 -0.824
C -0.349373 0.116565 4.539024 0.290 1.528 0.195
C 0.587788 -0.013459 3.522805 0.228 0.943 -1.103
C 3.031926 -2.598766 1.703243 -0.476 0.577 0.521
C 3.198423 -3.250027 2.930099 0.116 -0.723 -0.172
C 4.176580 -4.232713 2.979078 0.631 -0.054 0.099
C 5.024919 -4.484063 1.911606 0.260 0.698 -0.832
C 4.912832 -3.727554 0.737393 -0.712 -0.058 0.594
C 3.877485 -2.797051 0.616541 0.665 -1.874 1.043
C 2.358517 -0.285993 -1.803480 -0.028 0.219 -0.119
C 3.692336 -0.177878 -2.112238 1.655 -0.358 -1.159
C 4.393327 -1.091190 -2.935191 -1.198 0.389 -0.708
C 3.639979 -2.133363 -3.518115 -0.096 0.097 1.215
C 2.287421 -2.283829 -3.153091 1.251 -0.382 -0.972
C 1.666402 -1.341568 -2.346502 0.376 -1.513 -0.329
P -0.069849 -1.561004 -2.097502 -1.006 0.386 0.772
C -0.627103 -1.650988 -3.827920 -0.220 0.729 1.356
C -0.636874 -0.378911 -4.384306 -0.152 0.750 -0.522
C -1.114822 -0.205172 -5.669107 -0.638 0.601 -1.021
C -1.567997 -1.336081 -6.360696 -0.395 -0.217 -0.174
C -1.580325 -2.613408 -5.779108 -0.725 1.024 -0.396
C -1.150298 -2.746805 -4.472580 0.594 -0.337 -0.457
C -0.366168 -3.171189 -1.321080 0.022 -0.721 0.420
C 0.684930 -3.868963 -0.700303 -0.165 0.893 -0.972
C 0.502497 -4.997342 0.048240 -0.255 -1.050 0.441
C -0.777589 -5.483226 0.191692 -0.989 0.244 0.091
C -1.849475 -4.838624 -0.438475 0.930 0.089 0.263
C -1.670197 -3.672542 -1.183737 0.194 -0.283 -0.182
H 2.566161 2.711230 -2.166179 0.047 0.477 0.208
H 1.245581 3.440383 -1.147845 0.488 0.222 0.271
H 0.895933 2.747276 -2.667084 0.284 -0.746 0.579
H 3.692725 3.067366 0.133140 0.142 0.066 0.352
H 5.256538 3.190744 2.049857 -0.512 -0.870 0.167
H 5.156839 1.176254 3.754774 0.509 0.409 -0.131
H 3.560866 -0.625266 3.395620 0.548 -0.133 0.314
H 0.160376 -3.288960 2.732848 -0.427 0.301 0.275
H -1.531062 -3.037313 4.569542 -0.505 -0.288 0.140
H -1.813173 -0.843526 5.721669 -0.524 0.134 0.428
H -0.501969 1.078164 5.044944 0.340 -0.457 -0.185
H 1.141928 0.905361 3.184429 -0.448 -1.274 0.475
H 2.584809 -3.124019 3.842210 0.201 0.352 -0.905
H 4.383103 -4.776629 3.881039 -0.270 -0.194 0.404
H 5.815642 -5.222293 1.972276 -0.123 -0.032 0.169
H 5.565532 -3.890038 -0.095735 0.316 -0.159 -0.275
H 3.673967 -2.401848 -0.346260 -0.126 0.835 -0.631
H 4.224751 0.711598 -1.838256 0.304 0.281 0.537
H 5.421046 -0.866973 -3.277976 -0.656 -0.333 0.500
H 4.092239 -2.871965 -4.165967 0.077 0.092 -0.082
H 1.743855 -3.146832 -3.569787 0.133 0.546 0.219
H -0.328255 0.504457 -3.806969 0.063 -0.498 -0.136
H -1.260922 0.815696 -6.147369 0.492 -1.428 0.747
H -2.017611 -1.220124 -7.347251 0.242 0.028 0.182
H -2.095363 -3.420143 -6.299799 0.464 0.038 0.066
H -1.122082 -3.715235 -4.011515 -0.179 -0.298 0.305
H 1.659344 -3.502298 -0.903987 0.833 0.203 0.162
H 1.288127 -5.593754 0.505146 0.298 0.545 -0.152
H -0.994728 -6.343347 0.827374 0.171 0.121 -0.321
H -2.784949 -5.307042 -0.288251 -1.124 -0.059 -0.159
H -2.507148 -3.197654 -1.712624 0.301 -0.250 0.388
N -2.719354 0.826691 -2.046904 -0.429 0.514 0.210
C -3.591533 -0.369610 -2.242224 0.460 -0.413 1.967
C -4.763255 -0.497697 -1.224611 -0.632 -0.236 -1.399
C -4.540551 -1.238537 0.059207 0.055 -0.235 0.849
C -3.551374 -0.620848 1.032525 0.015 -0.126 1.722
N -2.126246 -0.956034 0.875603 -0.355 0.558 -1.621
H -3.241066 1.633170 -1.637654 0.431 -0.828 -0.344
H -2.403640 1.173037 -2.960722 -0.109 -0.298 0.464
H -2.943740 -1.264914 -2.142316 -0.344 0.438 -0.099
H -4.012435 -0.414502 -3.201695 -0.464 0.212 -1.519
H -5.587970 -1.096855 -1.707826 0.757 0.806 0.011
H -5.192143 0.499650 -1.027940 0.166 -0.238 -0.038
H -4.298564 -2.309767 -0.124230 -0.094 0.569 0.108
H -5.518889 -1.214338 0.593075 0.603 -0.250 -0.318
H -3.860604 -0.929769 2.055107 0.092 0.102 -0.417
H -3.610698 0.463346 1.036420 -0.192 0.201 -0.199
H -2.005769 -1.944552 0.778309 0.249 -0.627 0.115
H -1.571639 -0.623800 1.641102 0.087 -0.077 0.794
C -1.205799 5.290959 -1.897180 0.118 -0.447 -0.186
C -2.663685 5.063273 -2.193040 -0.056 0.016 -0.440
N -3.255534 5.946044 -3.061801 -0.417 -1.320 1.183
O -3.285954 4.154198 -1.667866 -0.145 0.068 0.013
H -0.751811 5.911097 -2.672032 0.279 -0.109 0.267
H -0.668598 4.339462 -1.734353 -0.377 0.368 -0.506
H -1.152403 5.771669 -0.932919 0.060 0.585 0.241
H -2.747379 6.585019 -3.616281 0.359 0.571 -0.369
H -4.248019 5.810128 -3.191018 0.180 0.182 -0.235
O -1.694534 1.900114 0.488163 -0.130 -0.306 -0.805
C -1.274038 2.931304 1.051750 1.028 -1.429 0.259
C -2.246489 3.949766 1.476337 -0.208 0.484 0.640
C -2.198052 4.257209 2.996111 1.425 0.036 -0.513
C -1.513498 3.132008 3.808712 -0.290 1.463 0.441
C -0.029189 3.427615 3.760267 1.656 0.073 1.045
C 0.534400 3.836092 2.411818 -0.296 0.801 -0.221
N 0.023014 3.013011 1.355672 0.597 -0.955 -0.813
H -3.215467 3.578674 1.172351 -0.180 -0.067 -0.025
H -2.066691 4.845325 0.902730 0.027 0.421 -0.211
H -3.188356 4.441503 3.313474 -1.047 0.232 0.460
H -1.593085 5.186092 3.145365 -0.707 -0.609 0.063
H -1.723220 2.142186 3.421898 -0.280 -0.186 -0.038
H -1.862292 3.214716 4.863308 0.218 -0.389 -0.690
H 0.598358 2.583942 4.048755 -0.351 -0.249 0.234
H 0.262584 4.187165 4.517982 -0.396 -0.116 -0.516
H 1.604357 3.775233 2.383961 0.637 -0.327 0.170
H 0.356139 4.860825 2.137265 -0.391 0.707 0.161
H 0.665744 2.258879 0.992944 -1.270 0.803 0.630
```
Positions in Å, forces in eV/Å.

Computed properties:
- E_HOMO (alpha / beta): -0.343 / -0.342 Ha
- Charge: +1
- HOMO-LUMO gap (alpha / beta): 7.83 / 7.69 eV
- Multiplicity: 5


Number 1: largest force on an atom 0.82 eV Å⁻¹. Number 2: largest force on an atom 2.88 eV Å⁻¹.